1.
Below is a cluster of 3 separate species, C3H12NO3S2 in total, with properties calculated with wB97M-V/def2-TZVPD.

Structure (ORCA input):
```
! wB97M-V def2-TZVPD RIJCOSX def2/J DEFGRID3
* xyz -1 1
S 2.00221 3.06460 -1.20095
S 2.73212 1.17632 -1.49002
O -1.82577 -0.27214 0.33054
O -1.21510 1.72779 1.71830
O -1.38071 -2.23665 1.97108
N 1.05199 -1.23158 0.24117
C -1.04284 -0.41250 -0.79652
C 1.24922 0.18039 -1.79403
C 0.46803 -0.14147 -0.49793
H 0.48446 0.82672 0.01105
H -1.30810 0.37679 -1.51553
H -1.06084 -1.42354 -1.23679
H -2.21480 -2.42400 2.39928
H -1.51557 -1.45671 1.33305
H -1.45889 0.84128 1.17147
H 1.67993 -0.72514 -2.21896
H 0.59564 0.71557 -2.48492
H 0.38952 -1.94772 0.51087
H -0.61698 1.38477 2.39941
H 1.45916 -0.94016 1.09905
H 1.52732 2.91738 0.05038
*
```

As for the highest occupied orbital energy: -4.482 eV. As for the total energy: -32610.1087 eV. For the LUMO energy, the calculation gives 3.06 eV. For the relative energy (zero: lowest compared OMol25 entry of this formula, charge and spin), the calculation gives 0.0 kcal/mol. As for the HOMO-LUMO gap: 7.54 eV.

Results of the Löwdin charge analysis, in e, for atoms 1 through 4: 0.2767, 0.3847, -0.2997, -0.1934


2.
Below is a cluster of 3 separate species, C3H12NO4 in total, with properties calculated with wB97M-V/def2-TZVPD.

Structure (ORCA input):
```
! wB97M-V def2-TZVPD RIJCOSX def2/J DEFGRID3
* xyz 0 2
O -1.07471 -3.30620 -0.37848
O -3.67530 -2.16117 -0.11850
O -0.55443 -0.67771 -0.06557
O 3.40085 1.02336 -0.12345
N -0.22203 1.65220 -0.26472
C 1.20927 1.77647 -0.58400
C -0.75213 0.47630 0.54688
C 2.06090 1.05276 0.43146
H -3.08831 -1.41976 -0.14675
H 3.93199 1.66663 0.36509
H 1.77175 0.02076 0.58371
H -0.57841 -2.48522 -0.35944
H -0.24847 0.54692 1.52996
H 1.44993 1.47554 -1.61523
H -1.81385 0.73914 0.59801
H -3.17708 -2.80737 -0.62591
H 1.38978 2.86003 -0.58878
H -1.34672 -3.62932 0.48081
H -0.80467 1.69089 -1.09779
H 2.12161 1.50575 1.43272
*
```

As for the highest occupied orbital energy (spin up / spin down): -10.549 / -10.182 eV. As for the total energy: -12982.5478 eV. For the LUMO energy (spin up / spin down), the calculation gives 0.58 / -2.68 eV. For the relative energy (zero: lowest compared OMol25 entry of this formula, charge and spin), the calculation gives 21.0 kcal/mol. As for the HOMO-LUMO gap (spin up / spin down): 11.13 / 7.51 eV.

Results of the Löwdin charge analysis, in e, for atoms 1 through 4: -0.0612, -0.0573, -0.0066, -0.0774


3.
Below is a cluster of 2 separate species, C3H12NOS in total, with properties calculated with wB97M-V/def2-TZVPD.

Structure (ORCA input):
```
! wB97M-V def2-TZVPD RIJCOSX def2/J DEFGRID3
* xyz 1 1
S -1.39671 -1.09970 -1.65161
O 3.04828 -1.29531 -1.94823
N 0.08861 -0.65914 1.02366
C -0.30073 0.65945 0.32063
C -1.65548 0.31210 -0.51565
C -0.66095 1.58740 1.48136
H -2.58396 0.08883 0.15660
H -0.11323 -0.89581 -1.80492
H 4.00507 -1.34973 -2.15471
H -0.99264 2.60043 1.23009
H 2.69415 -1.98407 -2.47925
H 1.06461 -1.14508 0.76727
H -1.39841 1.11278 2.01412
H -1.85797 1.19552 -1.14440
H 0.18374 1.70742 2.20560
H -0.05584 -0.48610 2.05323
H 0.49515 1.07197 -0.36601
H -0.56366 -1.42096 0.81223
*
```

As for the highest occupied orbital energy: -13.374 eV. As for the total energy: -17671.2236 eV. For the LUMO energy, the calculation gives -3.42 eV. For the relative energy (zero: lowest compared OMol25 entry of this formula, charge and spin), the calculation gives 28.3 kcal/mol. As for the HOMO-LUMO gap: 9.95 eV.

Results of the Löwdin charge analysis, in e, for atoms 1 through 4: 0.7618, -0.0676, 0.1508, -0.3440